Arrangement A

Density functional theory data (the ωB97M-V functional and the def2-TZVPD basis) for an isolated ion of composition C2H9N2 and charge +1.

Output
Charge ... +1
Highest occupied orbital energy ... -0.50278 hartree
Kohn-Sham gap ... 9.8 eV
SMILES string ... NCC[NH3+]

Atoms and positions in Å:
N  0.3182  1.2042  -1.4416
C  -0.0795  -0.1041  -0.8629
C  -0.0030  0.1307  0.6262
N  -0.2172  -1.0356  1.5452
H  -0.4801  1.6605  -1.8436
H  1.1108  1.0624  -2.0518
H  -1.0630  -0.3871  -1.2408
H  0.6260  -0.8826  -1.1524
H  0.9944  0.4657  0.9197
H  -0.6548  0.9472  0.9436
H  -0.3198  -0.6736  2.4846
H  0.4539  -1.7861  1.3971
H  -1.1126  -1.4956  1.3610

Arrangement B

Density functional theory data (the ωB97M-V functional and the def2-TZVPD basis) for a 2-piece molecular cluster, C2H9N2 overall.

Output
Charge ... +1
Highest occupied orbital energy ... -0.49598 hartree
Kohn-Sham gap ... 9.8 eV

Atoms and positions in Å:
N  -0.6748  0.2550  1.9806
H  -0.1175  0.5321  1.0550
H  -0.4654  0.8524  2.7745
H  -1.6706  0.2762  1.7732
H  -0.4145  -0.7074  2.1912
C  0.1867  -1.2165  -1.6703
C  0.8833  -0.2377  -1.1224
N  0.2851  0.9010  -0.4604
H  -0.8766  -1.1279  -1.8247
H  0.7015  -2.1053  -2.0143
H  1.9665  -0.2211  -1.1396
H  -0.6308  1.0648  -0.8707
H  0.8271  1.7343  -0.6720

Most stable structure - arrangement B; separation to the second - 3.2 kcal/mol.